124
Properties=species:S:1:pos:R:3:forces:R:3:lowdin_charge:R:1 method="wB97M-V/def2-TZVPD" de_lowest_ev=1.777 total_charge=0 max_force_ev_per_a=13.3
C 3.2083 -5.3079 0.9807 2.8 1.6 2.2 0.01
C 3.4376 -4.2958 -0.1709 -2.7 0.2 -3.3 -0.37
C 2.6005 -3.0328 -0.0444 -3.7 -0.7 -5.0 -0.18
C 3.0745 -2.0096 0.8702 0.6 1.3 -1.6 -0.20
C 4.5241 -1.6467 0.5335 -0.5 3.3 -0.1 -0.10
C 5.5131 -2.8761 0.6006 0.8 1.0 -1.9 -0.41
N 4.9625 -3.9623 -0.2871 -1.7 -4.6 1.0 0.03
O 5.6002 -4.8874 -0.7533 -0.4 3.3 1.0 0.18
C 5.8089 -3.5422 1.9854 -1.3 -1.2 -0.8 0.03
C 6.8088 -2.5668 -0.0813 5.0 0.7 -3.1 -0.08
C 3.0862 -4.9487 -1.6490 -3.2 0.4 0.5 0.00
H 2.2847 -5.8376 1.1542 -0.4 -0.2 -1.4 0.08
H 3.2019 -4.6920 1.9598 0.4 -0.8 -1.3 0.11
H 4.1400 -5.9417 1.0086 -1.3 0.0 0.2 0.10
H 1.4711 -3.3918 -0.1304 2.0 0.5 1.7 0.15
H 2.4037 -2.5778 -1.1422 1.5 -0.5 2.0 0.14
H 3.2068 -2.4156 1.7910 -0.5 -1.0 3.3 0.07
H 2.4533 -1.1046 0.9055 0.1 -0.3 0.1 0.12
H 4.6576 -0.7977 1.3014 1.1 -1.7 -0.5 0.15
H 4.5508 -0.8909 -0.3910 0.4 -2.4 1.1 0.14
H 4.9321 -3.5562 2.6142 0.0 0.7 0.4 0.08
H 6.6457 -3.0198 2.3394 0.8 1.0 1.0 0.08
H 6.1187 -4.6045 2.0124 -0.1 0.4 -0.9 0.11
H 6.8901 -1.9462 -1.0942 -1.4 -1.2 2.0 0.13
H 7.5311 -3.4782 -0.4546 -2.1 1.7 1.6 0.14
H 7.4851 -1.9256 0.5287 -0.7 -0.6 0.1 0.10
H 3.8826 -5.6248 -1.7017 0.6 -1.5 -1.1 0.02
H 3.0686 -4.2016 -2.5429 0.3 -1.1 2.0 0.09
H 1.9582 -5.5469 -1.7104 3.4 1.9 0.7 0.16
B -0.4238 0.9361 0.8658 -0.3 0.5 0.1 -0.47
H 0.5813 0.5358 1.4206 0.6 0.3 -0.1 -0.08
H -0.5384 0.2152 -0.1924 -0.1 0.8 0.6 -0.03
H -1.2698 0.6437 1.7433 0.0 0.2 -0.8 -0.04
H -0.4208 2.2960 0.6718 0.2 -2.1 0.2 0.00
N -1.5840 -2.0591 -4.1117 0.2 -0.7 -1.3 -0.07
C -1.0350 -1.0786 -3.3272 1.3 -0.8 1.1 -0.13
C 0.3307 -1.5452 -2.9761 -2.2 1.1 -0.9 -0.14
C 0.6420 -2.7558 -3.7080 -5.3 2.0 -1.6 -0.07
C -0.6842 -3.0572 -4.5721 2.1 1.0 2.7 -0.07
H -2.6055 -2.0582 -4.3471 1.7 0.1 0.1 0.17
H -1.7134 -0.1733 -3.0380 1.9 -2.2 -0.4 0.10
H 0.9392 -0.9234 -2.2384 -0.7 -1.3 -1.3 0.08
H 1.6408 -3.1269 -3.6714 0.1 -0.8 -0.5 0.03
H -1.0534 -3.8223 -5.3742 1.1 1.5 2.0 0.11
N -5.3992 -1.0437 4.0588 0.8 0.2 -1.8 -0.06
C -5.1210 -2.2707 4.4998 3.0 -1.7 -0.5 -0.14
C -3.7520 -2.6456 3.9732 -1.9 3.5 -0.4 -0.04
C -3.2705 -1.4104 3.2213 -8.6 -1.2 3.3 -0.04
C -4.4774 -0.5584 3.1654 1.9 -0.9 2.2 -0.11
H -6.2361 -0.5039 4.1631 -0.4 -0.4 0.5 0.14
H -5.9308 -2.7008 5.0968 1.0 -0.6 -0.1 0.10
H -3.1359 -3.5592 3.9898 -0.9 0.5 0.5 0.06
H -2.6129 -1.2950 2.4977 3.8 0.3 -2.7 -0.02
H -4.7885 0.4595 2.9830 1.2 0.3 -1.1 0.09
N 2.7267 4.5184 -1.6262 1.5 -0.1 0.9 -0.08
C 3.7518 5.3775 -2.0890 -3.1 2.0 -0.8 -0.10
C 2.9103 6.6365 -2.2438 -0.5 -0.4 0.9 -0.12
C 1.5131 6.4643 -1.6534 3.9 -4.4 0.0 -0.07
C 1.5251 5.0154 -1.2169 -0.4 3.5 -0.6 -0.14
H 2.9704 3.5591 -1.5232 0.0 -0.5 0.4 0.04
H 4.8860 4.9403 -2.3273 -3.7 1.5 0.5 0.14
H 3.1248 7.6712 -2.6870 0.4 -1.9 0.8 0.08
H 0.7176 7.1983 -1.5200 0.5 -0.3 -0.2 0.07
H 0.7345 4.4136 -0.5972 1.9 1.2 -1.6 0.12
N -4.7513 -1.1105 -0.6827 1.8 -2.4 4.4 -0.04
C -3.5375 -0.4873 -0.8462 1.5 2.6 -3.2 -0.10
C -3.7583 0.5140 -1.9872 -2.6 -3.6 3.5 -0.07
C -5.2770 0.4007 -2.2365 5.2 -3.2 4.5 -0.05
C -5.7662 -0.6370 -1.3607 2.0 4.2 -3.9 -0.15
H -4.9478 -1.7890 0.1231 0.8 1.4 -1.6 0.19
H -2.4538 -0.6871 -0.3378 -3.3 0.3 -1.0 0.10
H -2.9222 1.0906 -2.4226 -1.2 0.0 0.3 0.05
H -5.6818 0.8254 -3.0309 -2.3 1.9 -3.1 0.02
H -6.7023 -1.0449 -1.3537 -2.1 -1.0 0.3 0.08
N -2.9893 4.0205 -1.6544 -0.8 3.6 -1.0 -0.02
C -1.7824 3.3246 -1.5448 1.1 1.7 -2.8 -0.14
C -0.8671 3.9690 -2.5626 -3.8 -0.3 0.7 -0.09
C -1.6735 5.0950 -3.2853 -1.4 -3.0 4.9 -0.05
C -2.9363 5.1736 -2.5509 8.6 -7.0 -0.4 -0.07
H -3.8716 4.1436 -1.1064 1.6 -1.4 0.2 0.12
H -1.6209 2.3942 -0.8751 -0.3 2.1 -1.3 0.06
H 0.1724 3.5988 -2.7423 -1.4 0.6 -0.1 0.05
H -1.4028 5.6911 -4.1247 0.4 0.3 -0.2 0.05
H -3.6770 5.7787 -2.6764 -4.6 3.3 -0.5 0.02
N -1.2012 -3.6150 -1.1256 -0.1 -2.4 4.0 0.04
C -0.8794 -4.9640 -1.2271 1.7 -0.5 2.5 -0.14
C -0.3939 -5.4167 0.0410 -4.1 8.9 -0.6 -0.10
C -0.6832 -4.3520 1.1779 -1.2 1.3 -9.2 0.01
C -1.2309 -3.2442 0.2654 3.4 -8.0 -0.4 -0.05
H -1.5273 -3.1546 -1.9361 -0.5 1.2 -0.4 0.07
H -0.9511 -5.5675 -2.1595 0.1 1.0 0.8 0.11
H -0.1074 -6.2517 0.3739 2.2 -6.9 1.6 -0.02
H -0.3321 -4.3307 2.1824 -0.2 0.1 0.5 0.06
H -1.4654 -2.3644 0.5946 -1.4 5.2 1.3 -0.01
N 2.3667 1.5228 -0.9784 11.4 -2.5 -6.3 0.07
C 2.3931 1.4268 -2.3939 0.7 1.2 -0.2 -0.09
C 3.7719 1.5966 -2.8381 -2.9 -1.6 3.0 -0.10
C 4.5599 1.5873 -1.6592 -2.8 0.7 2.2 -0.13
C 3.7152 1.6231 -0.4421 -0.1 -0.7 -7.0 -0.06
H 1.6742 1.7532 -0.5149 -9.0 2.2 5.8 -0.04
H 1.4047 1.4123 -3.0351 2.2 0.0 1.7 0.14
H 4.1733 1.5451 -3.8126 0.0 0.0 -0.9 0.07
H 5.6097 1.7250 -1.6815 0.8 0.0 0.3 0.07
H 4.1570 1.9366 0.4502 -0.6 0.2 1.7 0.08
N -4.8938 2.6484 0.3280 -0.4 -1.8 -0.9 -0.07
C -6.0719 3.4158 0.2642 5.5 3.4 5.9 -0.08
C -5.8978 4.5006 1.3898 2.3 -4.1 -3.0 -0.04
C -4.5483 4.1820 2.0336 -4.1 -4.4 -6.4 -0.05
C -4.0169 2.9157 1.3394 -3.0 5.3 1.2 -0.11
H -4.6396 1.8361 -0.3617 -0.9 1.9 1.5 0.13
H -6.8598 3.1116 -0.2825 -2.4 -0.7 -1.9 0.03
H -6.5884 5.3735 1.3928 0.8 -0.9 0.6 0.07
H -4.2200 4.7343 2.7961 1.7 1.7 2.8 0.00
H -3.0273 2.5246 1.3710 0.4 -0.5 0.1 0.06
N -0.7066 2.5273 3.9466 -2.5 2.4 -3.1 -0.05
C -1.5827 3.4855 4.5514 5.1 -3.7 4.8 -0.06
C -1.1634 3.4898 6.0042 2.2 -3.0 -5.6 -0.06
C 0.0188 2.5372 6.0355 -1.6 0.2 -1.5 -0.10
C 0.2373 1.9491 4.7058 -2.2 3.1 3.3 -0.13
H -0.8057 2.4897 2.8543 0.8 -0.6 2.8 0.12
H -2.1496 3.9619 3.8477 -1.9 1.5 -0.9 0.03
H -1.5912 3.9441 6.8468 -0.5 0.7 0.7 0.04
H 0.5391 2.2622 6.9635 -0.2 0.1 -0.7 0.06
H 0.9120 1.3153 4.2088 0.9 -0.8 0.1 0.08